This record from OMol25 describes C14H28Cl2NOP2Tb as an isolated structure. The level of theory is ωB97M-V/def2-TZVPD.

The geometry in ORCA input format:
```
! RIJCOSX wB97M-V def2-TZVPD def2/J DEFGRID3
* xyz 2 7
H 0.748 6.585 -2.165
H -0.875 1.804 3.366
C -0.068 -2.001 1.908
C -2.350 3.253 1.091
C 3.076 0.703 -2.615
H -0.863 -6.290 1.484
C 2.109 -1.955 -2.884
H 0.487 5.946 -3.805
Cl 2.233 4.317 -0.996
H -2.695 3.426 0.061
C -1.373 -3.812 0.267
Tb 0.051 0.409 -0.170
H 3.073 -2.233 -3.317
C -1.029 -4.164 1.583
H 1.417 -1.668 -3.676
H -1.303 -2.204 -1.187
H 4.000 0.328 -3.089
C -1.364 -5.525 2.091
C -1.867 1.384 3.133
H -1.041 -5.631 3.137
H -2.663 1.936 3.676
H 4.456 -1.473 -1.166
O 0.473 3.536 -2.761
H -4.522 1.354 1.906
H 2.149 6.176 -3.197
C 1.111 4.498 -2.387
C -3.843 0.846 1.216
H -1.870 0.323 3.430
H -3.829 -0.223 1.431
C -1.063 -2.546 -0.177
H 3.301 1.534 -1.929
H -2.446 -5.693 2.033
Cl 1.574 1.522 1.439
C 1.127 5.897 -2.923
C 3.551 -1.200 -0.588
P 2.200 -0.605 -1.692
H 2.374 1.085 -3.370
N -0.422 -1.651 0.634
P -2.143 1.446 1.311
H -0.100 -3.504 3.440
H -3.070 3.677 1.816
H 0.462 -1.244 2.485
C -0.373 -3.249 2.413
H 3.783 -0.415 0.153
H -1.364 3.728 1.208
H 1.679 -2.810 -2.360
H -1.871 -4.510 -0.404
H 3.165 -2.082 -0.046
H -4.192 0.973 0.190
*
```

Calculated values
Highest occupied orbital energy (spin up / spin down), eV: -15.662 / -15.700
HOMO-LUMO gap (spin up / spin down), Ha: 0.32001 / 0.33360

How is the electron density shared among the atoms? According to Löwdin, the charges in e are: 0.098, 0.035, -0.100, -0.264, -0.263, 0.111, -0.269, 0.097, 0.632, 0.051, 0.019, 1.109, 0.071, -0.216, 0.052, 0.119, 0.075, -0.014, -0.261, 0.097, 0.076, 0.075, -0.006, 0.071, 0.098, -0.795, -0.273, 0.043, 0.045, -0.116, 0.031, 0.109, -0.080, -0.062, -0.257, 0.654, 0.049, -0.207, 0.651, 0.141, 0.074, 0.107, 0.024, 0.038, 0.049, 0.042, 0.142, 0.049, 0.050


This record from OMol25 describes one molecule with the formula C5H10O. The level of theory is ωB97M-V/def2-TZVPD.

The geometry in ORCA input format:
```
! RIJCOSX wB97M-V def2-TZVPD def2/J DEFGRID3
* xyz 0 1
C 0.076 0.069 0.399
H -3.287 0.855 0.056
H 2.746 0.337 0.457
C 2.383 -0.302 -0.362
O 2.498 -1.679 -0.023
C -1.400 -0.196 0.318
H 0.551 -0.367 -1.605
C -2.216 1.074 0.101
H -1.914 1.543 -0.841
C 0.922 -0.084 -0.620
H 1.704 -1.848 0.506
H -1.717 -0.698 1.242
H -1.590 -0.905 -0.497
H 0.483 0.349 1.376
H 3.019 -0.135 -1.237
H -2.038 1.789 0.912
*
```

Calculated values
SMILES: CC/C=C/CO
Highest occupied orbital energy, eV: -9.628
HOMO-LUMO gap, Ha: 0.39299

How is the electron density shared among the atoms? According to natural (NBO), the charges in e are: -0.179, 0.209, 0.162, -0.101, -0.708, -0.438, 0.200, -0.595, 0.207, -0.219, 0.467, 0.208, 0.205, 0.194, 0.185, 0.204


This record from OMol25 describes one molecule with the formula C4H6N2O. The level of theory is ωB97M-V/def2-TZVPD.

The geometry in ORCA input format:
```
! RIJCOSX wB97M-V def2-TZVPD def2/J DEFGRID3
* xyz 0 1
C -0.268 -0.160 -1.652
C 0.102 0.561 -0.423
H 0.661 2.375 0.315
H -0.976 -1.657 -2.545
N -0.763 -1.330 -1.605
H 1.258 -0.288 1.934
O -0.531 -1.354 2.637
H -0.102 -2.035 3.165
C -0.018 -0.108 0.700
C 0.335 -0.839 1.719
N 0.526 1.893 -0.564
H -0.051 2.442 -1.186
H -0.147 0.429 -2.568
*
```

Calculated values
SMILES: [H]/N=C/C(N)=C=CO
Highest occupied orbital energy, eV: -8.072
HOMO-LUMO gap, Ha: 0.31890

How is the electron density shared among the atoms? According to natural (NBO), the charges in e are: 0.100, 0.010, 0.382, 0.337, -0.582, 0.204, -0.676, 0.484, 0.003, 0.012, -0.793, 0.369, 0.151


This record from OMol25 describes a 9-piece molecular cluster, C49H88N16O3 overall. The level of theory is ωB97M-V/def2-TZVPD.

The geometry in ORCA input format:
```
! RIJCOSX wB97M-V def2-TZVPD def2/J DEFGRID3
* xyz 5 2
H 18.621 20.029 -9.758
H 20.559 22.951 -10.997
H 16.305 17.757 -9.171
H 12.189 16.176 -5.821
H 24.901 19.162 0.358
C 17.281 12.725 -8.295
O 18.564 20.132 -5.481
C 18.831 15.692 -6.574
H 14.961 19.558 -1.982
H 19.014 18.010 -8.392
C 23.727 15.661 -8.634
H 21.021 22.330 -3.821
C 18.679 15.592 0.222
N 18.993 15.970 -7.950
H 13.839 16.599 -3.656
H 23.502 17.710 -5.198
H 18.868 14.601 -3.477
N 18.868 16.937 -0.070
C 13.641 21.040 -7.000
H 15.224 11.827 -8.105
H 24.953 18.945 -11.572
H 19.996 20.985 -3.272
N 14.613 17.068 -7.920
N 12.894 20.910 -5.811
H 10.825 20.546 -6.197
H 17.344 15.556 -3.588
H 16.631 23.207 2.326
H 19.557 18.819 0.693
H 23.233 23.323 -11.239
H 21.096 20.936 -4.755
H 17.981 12.040 -7.815
H 19.532 18.489 2.974
C 17.314 21.004 -2.199
C 13.307 16.914 -7.693
H 16.232 17.264 -6.415
H 22.368 21.910 -7.329
H 13.425 20.139 -3.850
H 13.375 21.489 -7.946
N 18.628 15.856 -1.971
H 16.905 20.299 -7.433
H 20.041 20.440 -7.567
C 23.081 15.697 -7.426
C 18.361 14.986 -8.627
N 14.302 16.637 -5.721
C 22.261 19.385 -2.705
H 23.570 18.832 -8.001
C 13.036 16.570 -6.363
H 10.577 20.473 -3.796
H 25.403 16.824 -10.388
C 20.679 22.536 -10.007
H 14.937 16.842 -9.919
H 18.965 21.043 -11.196
H 24.062 22.078 -10.353
H 16.337 21.924 -7.279
N 23.862 16.885 -9.115
C 18.203 21.882 -1.520
H 20.522 17.208 -7.746
H 19.021 16.260 -3.779
H 23.905 16.559 -11.165
H 18.933 22.632 -1.788
C 14.594 16.186 -4.325
H 20.110 16.924 -9.411
C 23.851 20.598 -1.756
H 24.761 20.826 -1.222
C 17.308 23.683 1.617
C 16.986 20.822 0.001
H 24.676 23.743 -10.426
H 18.331 13.886 -1.274
C 24.362 18.276 0.020
C 15.239 16.948 -6.698
N 17.881 13.977 -7.779
H 22.407 24.679 -9.489
C 18.736 19.025 -4.942
C 23.099 21.377 -2.506
N 21.705 22.783 -9.057
H 15.562 16.491 -3.926
C 24.209 18.699 -10.814
H 23.561 18.002 0.705
H 17.356 12.380 -9.326
N 14.926 20.681 -6.745
H 16.651 24.169 0.896
H 22.778 14.983 -6.675
N 23.371 19.310 -1.953
C 18.382 15.551 -3.253
H 24.438 19.441 -10.049
C 19.401 17.562 2.416
C 16.028 20.927 -7.594
C 20.367 21.258 -8.192
H 17.177 20.754 -3.241
H 15.785 12.614 -6.542
N 16.684 20.275 -1.222
H 15.365 13.550 -7.878
H 17.943 18.389 1.091
C 24.377 17.190 -10.412
H 13.621 14.202 -4.502
C 15.832 12.597 -7.630
H 15.337 18.767 -0.490
H 16.590 20.504 0.954
C 18.051 14.483 -6.509
H 17.918 21.727 -9.942
C 18.316 22.757 0.863
H 25.118 17.520 0.230
H 25.034 18.234 -2.057
H 15.588 20.807 -8.584
H 18.747 15.227 1.237
C 23.595 17.758 -8.108
O 17.786 18.489 -4.333
H 23.552 17.297 -1.864
C 18.934 17.960 0.940
H 11.423 22.280 -6.122
H 18.818 17.909 -2.088
O 19.820 18.423 -5.063
C 24.092 18.176 -1.513
H 10.001 21.934 -4.239
H 14.740 18.554 -9.503
H 11.589 21.965 -3.579
H 17.731 13.928 -5.639
H 23.443 23.788 -8.407
H 12.678 16.918 -8.572
C 19.680 17.149 -8.435
N 19.860 21.661 -9.430
H 20.386 17.096 2.384
H 23.200 22.440 -2.674
C 14.988 20.396 -5.423
C 22.802 23.684 -9.282
C 22.632 17.615 -5.848
C 18.818 17.054 -1.428
C 18.749 21.046 -10.128
C 15.224 17.621 -9.213
H 23.222 18.914 -11.222
H 15.096 14.157 -3.517
N 17.824 21.862 -0.158
C 13.749 20.433 -4.837
H 19.241 16.180 -5.702
C 23.782 23.130 -10.317
H 18.822 16.846 3.000
H 22.236 18.611 -6.043
H 15.920 20.106 -4.961
C 20.954 21.247 -3.720
C 18.521 14.907 -0.980
H 15.134 14.196 -5.286
C 21.497 21.980 -7.964
H 18.885 22.094 1.515
H 21.846 16.970 -5.454
H 18.410 14.919 -9.704
H 21.726 18.580 -3.188
H 16.309 18.371 -2.015
N 22.986 17.062 -7.109
C 14.633 14.593 -4.403
H 19.056 23.384 0.366
C 15.785 19.118 -1.420
C 10.947 21.392 -4.249
H 17.867 24.478 2.111
H 23.848 14.743 -9.191
N 22.020 20.687 -3.030
C 11.479 21.271 -5.713
*
```

Calculated values
Highest occupied orbital energy (spin up / spin down), eV: -12.135 / -15.935
HOMO-LUMO gap (spin up / spin down), Ha: 0.08800 / 0.22869

Löwdin population analysis, charges in e, atoms 1 to 99: 0.084, 0.178, 0.078, 0.143, 0.079, -0.108, -0.124, 0.034, 0.079, 0.084, -0.020, 0.112, -0.015, -0.092, 0.126, 0.111, 0.101, -0.099, 0.045, 0.094, 0.095, 0.082, -0.074, -0.029, 0.133, 0.072, 0.080, 0.099, 0.076, 0.086, 0.128, 0.073, 0.014, -0.047, 0.139, 0.140, 0.126, 0.168, -0.202, 0.080, 0.106, 0.036, 0.002, -0.035, 0.021, 0.156, 0.054, 0.081, 0.147, 0.064, 0.105, 0.112, 0.070, 0.126, -0.056, 0.032, 0.078, 0.066, 0.140, 0.122, -0.112, 0.107, 0.001, 0.151, -0.032, -0.005, 0.099, 0.119, -0.036, 0.007, -0.047, 0.146, -1.108, -0.021, -0.047, 0.085, -0.044, 0.082, 0.141, -0.108, 0.081, 0.144, -0.068, -0.112, 0.053, -0.055, -0.016, 0.004, 0.098, 0.056, -0.073, 0.056, 0.083, -0.130, 0.082, -0.030, 0.108, 0.167, 0.003


This record from OMol25 describes a 2-piece molecular cluster, C3H8I2NO overall. The level of theory is ωB97M-V/def2-TZVPD.

The geometry in ORCA input format:
```
! RIJCOSX wB97M-V def2-TZVPD def2/J DEFGRID3
* xyz 1 1
H -0.754 -0.161 -0.282
I -0.459 3.231 2.676
H 2.847 0.913 0.559
H 0.083 -1.693 1.372
H 0.736 1.230 1.003
H 1.499 2.698 4.031
N 1.005 0.277 1.210
H -1.972 -1.024 0.651
C 2.270 0.054 0.994
C -0.175 -0.584 1.591
H -0.326 -0.282 2.701
O 1.311 2.370 3.083
C -1.302 -0.278 0.661
H -1.871 0.650 0.831
I 3.177 -1.781 1.028
*
```

Calculated values
Highest occupied orbital energy, eV: -13.160
HOMO-LUMO gap, Ha: 0.31338

How is the electron density shared among the atoms? According to natural (NBO), the charges in e are: 0.215, 0.436, 0.260, 0.245, 0.431, 0.508, -0.447, 0.242, 0.033, -0.237, 0.254, -0.919, -0.621, 0.231, 0.369


| no. | total energy (a.u.) |
| --- | --- |
| 1 | -3107.37999 |
| 2 | -271.71092 |
| 3 | -340.64451 |
| 4 | -3019.73259 |
| 5 | -844.16020 |